Entry 1:
This record from the Open Molecules 2025 dataset describes 2 unconnected molecules or ions with the total composition C3H5ClFNO. The level of theory is ωB97M-V/def2-TZVPD.

```
12
Properties=species:S:1:pos:R:3:forces:R:3:lowdin_charge:R:1
C 1.470 0.327 0.966 0.1821 -0.0361 0.6729 -0.465
C -0.220 1.346 -0.185 -2.2973 0.8119 -1.4887 -0.011
C -0.931 -1.358 -1.133 -2.0481 -0.2557 -1.6544 -0.589
N 0.171 0.736 0.929 -0.6547 1.5279 -0.4686 -0.087
O 2.294 0.588 0.126 -0.0233 0.0067 -0.0298 0.035
F -2.238 -1.501 -0.708 0.4370 0.3623 0.1045 -0.138
Cl 0.119 -1.868 0.074 0.3135 -1.4095 -0.4111 0.758
H 1.629 -0.218 1.864 0.7610 -0.7856 0.9977 0.110
H 0.422 1.230 -1.008 0.7021 0.4002 -0.8668 0.048
H -1.146 1.963 -0.261 0.8970 -0.8919 0.3230 0.095
H -0.979 -1.779 -2.211 1.1334 0.7249 1.8807 0.100
H -0.591 0.535 1.549 0.5972 -0.4550 0.9405 0.142
```
Forces are in eV/Å.

## Properties
- Net charge: 0
- ΔE to the lowest compared entry with this formula, charge and spin: 241.84 kJ/mol
- Spin multiplicity: 1
- Highest occupied orbital energy (alpha / beta): -7.372 / -8.686 eV

***

Entry 2:
This record from the Open Molecules 2025 dataset describes C3H5ClFNO in the gas phase. The level of theory is ωB97M-V/def2-TZVPD.

```
12
Properties=species:S:1:pos:R:3:forces:R:3:lowdin_charge:R:1
C -1.577 -1.198 1.746 -0.6802 -1.1171 0.7216 -0.022
N -0.769 -0.303 1.416 0.6680 0.0058 -0.2510 -0.020
O -0.523 -0.304 0.037 -0.4826 0.5000 0.2179 -0.151
C 0.440 0.708 -0.167 0.6244 0.1943 -0.0282 -0.249
C 1.112 0.463 -1.497 0.4389 -0.3500 0.2686 -0.681
F 2.386 1.008 -1.455 -0.5923 0.0765 -0.1816 -0.053
Cl 0.202 1.179 -2.866 0.4151 -0.4829 0.4410 0.637
H -2.113 -1.839 1.032 0.3188 0.1972 0.1458 0.090
H -1.667 -1.398 2.827 -0.2598 0.4181 -0.6491 0.083
H 1.205 0.593 0.597 0.2272 0.0157 0.0337 0.121
H 0.055 1.719 -0.087 -0.3796 0.0994 -0.0728 0.121
H 1.251 -0.627 -1.581 -0.2980 0.4430 -0.6460 0.125
```
Forces are in eV/Å.

## Properties
- Net charge: 0
- ΔE to the lowest compared entry with this formula, charge and spin: 67.93 kJ/mol
- Spin multiplicity: 1
- Structure (SMILES): C=NOC[C@H](F)Cl
- Highest occupied orbital energy: -10.334 eV

***

Entry 3:
This record from the Open Molecules 2025 dataset describes C3H5ClN2O in the gas phase. The level of theory is ωB97M-V/def2-TZVPD.

```
12
Properties=species:S:1:pos:R:3:forces:R:3:lowdin_charge:R:1
H -2.417 0.585 -0.065 -0.3683 0.1866 -0.0545 0.051
N -1.452 0.680 -0.364 -0.2128 -0.4653 0.0432 0.143
C -0.700 0.002 0.408 1.0141 1.3250 -1.3581 -0.466
N -0.987 -0.674 1.540 -0.1015 -1.2007 0.9219 0.133
C 0.820 0.116 0.136 -2.0929 -0.1839 0.4950 -0.437
O 1.469 -0.314 1.040 2.1030 0.0722 0.0760 0.094
C 1.283 0.613 -1.227 -0.8064 -0.4875 0.7868 -0.479
Cl 1.162 -0.888 -2.167 0.1275 -0.2086 -0.5413 0.620
H -0.239 -1.212 1.971 0.0381 0.5121 -0.3755 0.102
H -1.844 -1.192 1.585 -0.4911 0.2542 -0.1162 0.102
H 0.615 1.345 -1.664 -0.0809 -0.0121 0.1339 0.068
H 2.292 0.940 -1.192 0.8713 0.2081 -0.0112 0.069
```
Forces are in eV/Å.

## Properties
- Net charge: 0
- ΔE to the lowest compared entry with this formula, charge and spin: 72.36 kJ/mol
- Spin multiplicity: 1
- Structure (SMILES): [H]/N=C(\N)C(=O)CCl
- Highest occupied orbital energy: -9.850 eV

***

Entry 4:
This record from the Open Molecules 2025 dataset describes C3H5ClN2O2 in the gas phase. The level of theory is ωB97M-V/def2-TZVPD.

```
13
Properties=species:S:1:pos:R:3:forces:R:3:lowdin_charge:R:1
C 0.483 0.636 -0.144 0.1044 -6.3436 2.9811 -0.473
C 1.633 -0.337 0.218 -0.7648 0.1944 0.5270 -0.025
C -0.862 0.250 0.356 0.6459 1.3783 -1.0223 -0.522
N 0.729 1.654 -0.814 -0.9243 4.1705 -2.8886 0.247
N -1.596 -1.171 -0.255 0.7459 0.9273 0.7275 -0.381
O -1.026 -2.178 0.104 -0.3072 0.0200 -0.3281 0.054
O -2.558 -1.050 -0.958 0.0369 -0.3932 -0.1742 0.043
Cl -2.070 1.533 0.200 0.1069 -0.1415 -0.0794 0.678
H 2.160 -0.827 -0.574 -0.0513 -0.0244 -1.0823 0.069
H 1.357 -1.158 0.879 -0.6520 0.2473 -0.0175 0.077
H 2.374 0.210 0.748 0.8221 0.7150 0.5231 0.059
H -0.660 0.116 1.381 -0.5931 -1.2177 1.2960 0.084
H 0.037 2.321 -1.143 0.8305 0.4677 -0.4623 0.088
```
Forces are in eV/Å.

## Properties
- <S²>: 2.01
- Net charge: 0
- ΔE to the lowest compared entry with this formula, charge and spin: 308.71 kJ/mol
- Spin multiplicity: 3
- Highest occupied orbital energy (alpha / beta): -6.316 / -10.682 eV

***

Entry 5:
This record from the Open Molecules 2025 dataset describes C3H5ClN4O2 in the gas phase. The level of theory is ωB97M-V/def2-TZVPD.

```
15
Properties=species:S:1:pos:R:3:forces:R:3:lowdin_charge:R:1
C 1.368 -1.347 0.471 1.2754 -1.0366 2.0292 -0.373
C -0.524 1.136 -0.413 1.7752 0.8020 -0.1343 0.027
C -2.023 -0.548 -0.025 -1.6782 -3.0674 -1.0010 -0.020
N 0.049 -1.105 0.396 -0.4654 -0.8432 0.6814 0.048
N 2.244 -0.868 -0.306 -1.6447 0.9115 -0.9161 -0.493
N -0.630 -0.114 -0.028 -0.6573 0.3817 -0.5827 -0.161
N 0.651 1.988 -0.255 -1.4876 -0.9591 1.2118 -0.378
O 0.518 3.121 -0.670 0.3977 0.1791 -0.5684 0.063
O 1.530 1.572 0.473 0.3818 0.0914 -0.2396 0.066
Cl 3.814 -1.225 -0.065 1.6980 -0.7232 0.4114 0.623
H 1.546 -2.107 1.353 0.1110 1.4289 -1.8147 0.148
H -1.387 1.683 -0.717 -0.2530 0.0273 -0.1096 0.130
H -2.348 -1.066 -0.996 1.2284 0.4302 1.1361 0.127
H -2.057 -1.342 0.784 -0.4148 1.3948 -0.9544 0.123
H -2.752 0.223 -0.003 -0.2663 0.9829 0.8507 0.070
```
Forces are in eV/Å.

## Properties
- Net charge: 0
- ΔE to the lowest compared entry with this formula, charge and spin: 132.20 kJ/mol
- Spin multiplicity: 1
- Highest occupied orbital energy (alpha / beta): -8.863 / -8.865 eV

***

Entry 6:
This record from the Open Molecules 2025 dataset describes a molecular structure, C3H5ClNO. The level of theory is ωB97M-V/def2-TZVPD.

```
11
Properties=species:S:1:pos:R:3:forces:R:3:lowdin_charge:R:1
C -1.658 0.796 -0.436 1.5123 1.3752 -0.0965 -0.127
C -0.726 0.924 0.397 -1.6376 -0.8208 -0.4094 0.160
C 1.994 -0.930 0.173 0.2332 -1.0119 0.7813 -0.181
N 2.047 0.260 -0.263 -0.6393 0.9063 -1.2783 -0.321
O 2.855 1.168 0.115 0.2160 -0.0273 0.6159 -0.253
Cl -3.812 -1.229 -0.309 0.2395 0.2893 -0.0153 -0.281
H -2.497 -0.029 -0.319 -0.8075 -1.1049 0.3728 -0.177
H -1.841 1.341 -1.345 -0.1131 0.1429 -0.2857 0.077
H 2.647 -1.334 0.951 0.2272 0.1365 0.0473 0.034
H -0.252 0.608 1.287 0.9303 0.2120 0.3714 0.047
H 1.243 -1.575 -0.250 -0.1610 -0.0973 -0.1035 0.023
```
Forces are in eV/Å.

## Properties
- Net charge: -1
- ΔE to the lowest compared entry with this formula, charge and spin: 334.10 kJ/mol
- Spin multiplicity: 1
- Highest occupied orbital energy (alpha / beta): -3.639 / -2.488 eV

***

Entry 7:
This record from the Open Molecules 2025 dataset describes C3H5ClNP in the gas phase. The level of theory is ωB97M-V/def2-TZVPD.

```
11
Properties=species:S:1:pos:R:3:forces:R:3:lowdin_charge:R:1
C 0.412 0.561 0.192 1.3319 4.1533 0.9831 -0.248
C -0.704 -0.380 -0.045 -0.8951 -1.7043 -0.5120 -0.578
P -2.315 -0.016 0.829 0.6957 -0.6323 -0.2961 0.532
Cl -2.781 1.606 -0.271 -0.4726 0.8636 -0.3249 0.236
C -3.330 -1.234 -0.058 0.2455 0.3249 0.4477 -0.501
N -4.071 -2.025 -0.441 -0.0408 -0.1507 -0.1848 0.084
H 0.176 1.651 -0.273 0.4348 -2.5737 0.7387 0.093
H 0.671 0.905 1.312 -0.4027 -1.4507 -2.3170 0.110
H 1.283 0.153 -0.381 -0.3671 0.6310 0.9127 0.075
H -0.424 -1.437 0.308 -0.3962 1.3166 -0.7920 0.102
H -0.869 -0.307 -1.168 -0.1333 -0.7777 1.3446 0.093
```
Forces are in eV/Å.

## Properties
- Net charge: 0
- ΔE to the lowest compared entry with this formula, charge and spin: 43.45 kJ/mol
- Spin multiplicity: 1
- Structure (SMILES): CCP(Cl)C#N
- Highest occupied orbital energy: -10.131 eV

***

Entry 8:
This record from the Open Molecules 2025 dataset describes C3H5ClO in the gas phase. The level of theory is ωB97M-V/def2-TZVPD.

```
10
Properties=species:S:1:pos:R:3:forces:R:3:lowdin_charge:R:1
C -0.622 1.767 -0.060 -0.1967 1.1282 -2.3829 -0.142
C -0.125 0.433 0.366 0.7598 -0.1917 0.7608 -0.759
Cl -1.051 -0.999 -0.079 -0.5706 -0.0668 -0.4919 0.647
C 1.284 0.301 -0.152 0.9411 -2.6494 1.9635 -0.294
O 1.889 -0.739 0.011 -0.1706 0.8327 -0.7941 0.038
H -1.651 1.900 0.171 -0.7373 0.5069 0.8170 0.058
H 0.060 2.558 0.307 -0.6610 -0.3231 0.2420 0.092
H -0.639 1.955 -1.204 0.3834 -0.8505 1.5819 0.119
H -0.056 0.294 1.482 0.0486 0.6996 -1.0068 0.125
H 1.819 1.188 -0.430 0.2033 0.9141 -0.6894 0.117
```
Forces are in eV/Å.

## Properties
- Net charge: 0
- ΔE to the lowest compared entry with this formula, charge and spin: 61.69 kJ/mol
- Spin multiplicity: 1
- Structure (SMILES): C[C@@H](Cl)C=O
- Highest occupied orbital energy: -10.181 eV

***

Entry 9:
This record from the Open Molecules 2025 dataset describes 2 unconnected molecules or ions with the total composition C3H5ClO2. The level of theory is ωB97M-V/def2-TZVPD.

```
11
Properties=species:S:1:pos:R:3:forces:R:3:lowdin_charge:R:1
C -0.114 -0.514 -0.650 0.5637 1.2994 0.0179 -0.373
C 3.097 -0.803 1.904 -0.6027 1.5482 0.3799 -0.465
C -1.853 1.173 -0.521 0.3613 -2.8028 0.3127 -0.029
O -0.107 -0.805 0.503 -0.7399 -0.2498 1.2501 0.045
O -0.881 0.419 -1.229 2.0237 -1.1323 -1.7757 -0.097
Cl 2.946 -2.152 1.011 0.1719 -1.8060 -0.9106 0.583
H 0.705 -0.892 -1.271 -0.5175 0.0303 -0.8821 0.140
H 2.225 -0.235 1.485 0.4166 0.2365 0.5215 -0.097
H -2.095 1.909 -1.243 -0.9150 0.7486 -0.2158 0.084
H -1.342 1.555 0.338 -0.3945 0.4319 0.8380 0.087
H -2.579 0.345 -0.326 -0.3676 1.6962 0.4640 0.121
```
Forces are in eV/Å.

## Properties
- Net charge: 0
- ΔE to the lowest compared entry with this formula, charge and spin: 467.56 kJ/mol
- Spin multiplicity: 1
- Highest occupied orbital energy: -8.964 eV

***

Entry 10:
This record from the Open Molecules 2025 dataset describes 2 unconnected molecules or ions with the total composition C3H5ClO2P. The level of theory is ωB97M-V/def2-TZVPD.

```
12
Properties=species:S:1:pos:R:3:forces:R:3:lowdin_charge:R:1
C -0.363 0.536 -1.417 -0.5598 0.5299 -0.9947 -0.016
C -0.682 0.534 -0.160 -0.5025 -0.8327 2.5985 -0.489
C -0.286 -0.308 1.087 0.6197 4.1595 -2.4037 -0.123
O -2.768 2.137 -0.942 0.3322 -0.8476 1.1953 -0.345
O -2.578 1.506 1.646 0.4973 -0.3247 -1.8239 -0.329
P -2.201 1.374 0.206 -1.4381 1.4366 0.2649 0.625
Cl -2.529 -1.923 -0.353 -0.4921 0.0607 -0.1488 -0.442
H -1.053 1.075 -2.063 0.5994 -0.0900 -0.3667 0.061
H 0.410 -0.086 -1.765 0.9353 -0.5093 -0.6720 0.058
H -1.080 -0.938 1.067 -2.0341 -2.5382 0.7794 -0.099
H 0.658 -0.722 0.971 1.6865 -0.9490 0.0032 0.054
H -0.371 0.472 1.803 0.3562 -0.0952 1.5686 0.045
```
Forces are in eV/Å.

## Properties
- Net charge: -1
- ΔE to the lowest compared entry with this formula, charge and spin: 110.07 kJ/mol
- Spin multiplicity: 1
- Highest occupied orbital energy: -4.539 eV